9
Properties=species:S:1:pos:R:3:forces:R:3 method="wB97M-V/def2-TZVPD" charge=+2 total_energy_ev=-10920.0127 homo_lumo_gap_ev="9.324 / 7.897" spin_multiplicity=3 lumo_ev="-11.315 / -14.485" e_above_lowest_kj_mol=0.0 homo_energy_ev="-20.64 / -22.38"
C -1.96774 0.35532 -0.29299 -3.0 -2.3 -1.0
C -0.77715 0.88524 0.03386 1.1 2.8 0.8
H -2.04263 -0.60713 -0.81204 -0.2 0.2 0.1
H -0.83342 1.81095 0.62710 0.6 -0.3 0.2
H -2.91750 0.84207 -0.03694 0.2 0.0 0.0
O 1.47721 -0.78540 0.51039 0.0 -2.6 4.8
C 2.55593 -1.26602 0.60793 3.6 -1.5 -3.5
O 3.56265 -1.66694 0.20288 -1.4 0.4 2.4
Au 0.94263 0.43192 -0.84019 -1.0 3.2 -3.8